Entry from OMol25: 3 unconnected molecules or ions with the total composition C21H50I3N7O4P2 at a distorted geometry (ωB97M-V/def2-TZVPD).

Geometry as XYZ:
```
87
Properties=species:S:1:pos:R:3:lowdin_charge:R:1
C -1.526 3.551 -1.572 -0.254
C -2.111 2.556 -2.613 -0.782
I -3.407 1.247 -1.506 1.020
C -0.972 1.799 -3.307 -0.601
I 0.314 3.351 -4.145 1.035
C -1.365 0.786 -4.407 -0.458
C -1.847 -0.600 -3.958 -0.151
C -0.849 -1.444 -3.120 -0.219
N 0.518 -0.885 -3.048 0.022
C -0.389 0.617 -5.586 -0.287
C -0.914 1.444 -6.777 -0.657
I -0.692 0.276 -8.537 0.906
C -2.359 1.673 -6.364 -0.568
O -3.215 2.078 -7.083 0.115
O -2.544 1.344 -5.088 0.032
H -1.545 4.570 -1.949 0.058
H -2.142 3.532 -0.675 0.024
H -0.527 3.262 -1.250 0.018
H -2.707 3.149 -3.297 0.073
H -0.368 1.324 -2.542 0.070
H -2.043 -1.146 -4.882 0.117
H -2.791 -0.559 -3.431 0.025
H -0.783 -2.426 -3.590 0.111
H -1.241 -1.570 -2.114 0.066
H 0.790 -0.766 -2.080 0.062
H 1.170 -1.533 -3.467 0.071
H -0.443 -0.422 -5.912 0.056
H 0.664 0.693 -5.331 0.086
H -0.331 2.357 -6.821 0.037
O -0.525 -2.223 0.043 -0.299
P -0.775 -2.873 1.365 0.661
N -0.213 -4.465 1.073 -0.298
C -0.605 -5.650 1.810 -0.126
C 1.159 -4.562 0.582 -0.131
N -2.490 -2.788 1.381 -0.319
C -3.348 -3.919 1.669 -0.136
C -3.073 -1.908 0.378 -0.175
N -0.731 -2.988 3.094 -0.257
C -1.397 -1.888 3.831 -0.110
C 0.659 -3.026 3.617 -0.117
H -0.173 -5.718 2.819 0.079
H -0.277 -6.533 1.258 0.083
H -1.682 -5.743 1.899 0.048
H 1.912 -4.373 1.360 0.068
H 1.326 -3.847 -0.222 0.069
H 1.346 -5.555 0.173 0.080
H -3.352 -4.655 0.856 0.087
H -4.375 -3.576 1.813 0.081
H -3.065 -4.406 2.603 0.070
H -3.095 -2.357 -0.623 0.084
H -2.506 -0.985 0.327 -0.001
H -4.096 -1.636 0.654 0.082
H -0.980 -0.914 3.587 0.042
H -1.274 -2.057 4.902 0.085
H -2.463 -1.870 3.630 0.078
H 1.248 -2.159 3.302 0.070
H 1.175 -3.928 3.292 0.057
H 0.642 -3.051 4.705 0.084
O 1.181 2.771 0.075 -0.294
P 1.989 2.477 1.285 0.639
N 0.830 1.832 2.368 -0.280
C 0.957 1.740 3.808 -0.121
C 0.033 0.745 1.819 -0.139
N 2.463 4.049 1.756 -0.322
C 2.374 4.532 3.120 -0.140
C 2.184 5.126 0.811 -0.125
N 3.388 1.761 1.983 -0.271
C 4.673 2.292 1.467 -0.117
C 3.433 0.293 1.773 -0.120
H 1.656 0.961 4.149 0.081
H -0.022 1.507 4.234 0.083
H 1.256 2.680 4.258 0.046
H 0.590 -0.202 1.734 0.050
H -0.326 0.996 0.821 0.071
H -0.853 0.564 2.427 0.067
H 1.337 4.708 3.433 0.086
H 2.914 5.478 3.213 0.080
H 2.856 3.847 3.818 0.071
H 1.136 5.447 0.840 0.087
H 2.420 4.826 -0.205 0.072
H 2.815 5.986 1.049 0.079
H 4.764 2.179 0.383 0.088
H 5.494 1.754 1.941 0.080
H 4.790 3.341 1.715 0.071
H 3.375 0.017 0.716 0.090
H 2.619 -0.202 2.302 0.045
H 4.359 -0.108 2.182 0.082
```

frontier orbital gap	9.06	eV
E	-84088.5255	eV
2S+1	1
SMILES	C[C@H](I)[C@H](I)[C@]1(CCN)C[C@@H](I)C(=O)O1.CN(C)P(=O)(N(C)C)N(C)C.CN(C)P(=O)(N(C)C)N(C)C
E_HOMO	-0.322	hartree
total charge	0



Entry from OMol25: C6H10NO in the gas phase at a distorted geometry (ωB97M-V/def2-TZVPD).

Geometry as XYZ:
```
18
Properties=species:S:1:pos:R:3:lowdin_charge:R:1
C -0.262 -2.569 -0.147 -0.343
O 0.525 -3.604 -0.483 0.033
C -0.292 -1.425 -1.239 -0.171
C -1.065 -0.200 -0.720 -0.213
C -0.214 0.635 0.195 -0.084
C -0.215 1.964 0.061 -0.177
N 0.346 3.009 0.782 -0.025
C 1.259 3.006 1.652 -0.048
H -0.085 -2.080 0.824 0.105
H -1.286 -2.986 -0.134 0.147
H -0.722 -1.746 -2.186 0.107
H 0.783 -1.422 -1.436 0.110
H -1.532 0.403 -1.501 0.108
H -1.918 -0.629 -0.177 0.116
H 0.328 -0.041 0.834 0.094
H -0.917 2.322 -0.684 0.100
H 1.926 2.168 1.884 0.073
H 1.247 3.819 2.381 0.067
```

frontier orbital gap (spin up / spin down)	9.31 / 7.29	eV
E	-9917.2789	eV
2S+1	2
E_HOMO (spin up / spin down)	-0.326 / -0.326	hartree
total charge	0
relative energy (zero: lowest compared OMol25 entry of this formula, charge and spin)	32.7	kcal/mol



Entry from OMol25: C3H4F3N in the gas phase at a distorted geometry (ωB97M-V/def2-TZVPD).

Geometry as XYZ:
```
11
Properties=species:S:1:pos:R:3:lowdin_charge:R:1
C -1.631 -0.411 -0.604 -0.065
C 0.680 -0.255 0.064 -0.065
C -2.893 -1.187 -0.889 -0.598
N -0.611 -0.970 -0.088 0.030
F -3.984 -0.695 -0.398 0.186
F -2.651 -2.486 -0.421 0.078
F -3.126 -1.269 -2.221 0.120
H -1.577 0.666 -0.842 0.135
H 0.516 0.099 0.992 0.049
H 0.692 0.594 -0.544 0.054
H 1.511 -0.850 -0.203 0.076
```

frontier orbital gap	11.09	eV
E	-12817.3028	eV
2S+1	1
SMILES	C/N=C/C(F)(F)F
E_HOMO	-0.377	hartree
total charge	0
relative energy (zero: lowest compared OMol25 entry of this formula, charge and spin)	15.9	kcal/mol



Entry from OMol25: 3 unconnected molecules or ions with the total composition C18H13FNO7P at a distorted geometry (ωB97M-V/def2-TZVPD).

Geometry as XYZ:
```
41
Properties=species:S:1:pos:R:3:lowdin_charge:R:1
N -1.225 2.540 3.652 -0.175
P -0.407 1.028 3.309 0.906
O -1.432 -0.170 3.848 -0.295
C -0.320 0.997 1.443 -0.168
C -1.387 1.257 0.701 -0.220
F -2.550 1.505 1.266 0.120
C -1.340 1.281 -0.825 -0.289
O -2.352 1.488 -1.417 0.138
C 0.005 1.068 -1.465 0.022
C 1.098 0.785 -0.780 0.047
C 0.986 0.706 0.738 -0.375
O 1.968 0.438 1.353 0.098
H -1.410 3.041 2.782 0.019
H -0.551 3.119 4.147 0.018
H -1.395 -0.137 4.815 0.044
H 0.041 1.154 -2.556 0.097
H 2.048 0.611 -1.286 0.132
C -3.262 1.094 -4.815 0.038
C -1.988 1.030 -4.439 0.023
C -0.903 0.855 -5.429 -0.375
O 0.261 0.796 -5.079 0.094
C -1.284 0.755 -6.857 0.019
C -2.558 0.818 -7.236 0.023
C -3.648 0.993 -6.244 -0.384
O -4.809 1.053 -6.589 0.110
H -4.069 1.221 -4.105 0.126
H -1.690 1.102 -3.404 0.063
H -0.474 0.628 -7.565 0.121
H -2.857 0.746 -8.274 0.122
C 1.892 -2.748 5.141 0.022
C 2.565 -3.859 4.850 0.018
C 3.684 -3.848 3.878 -0.391
O 4.295 -4.862 3.611 0.101
C 4.025 -2.553 3.244 0.022
C 3.353 -1.441 3.535 0.017
C 2.235 -1.452 4.507 -0.382
O 1.623 -0.438 4.774 0.020
H 1.072 -2.736 5.848 0.120
H 2.329 -4.814 5.304 0.121
H 4.845 -2.565 2.538 0.121
H 3.587 -0.487 3.082 0.110
```

frontier orbital gap	6.48	eV
E	-46701.9962	eV
2S+1	1
SMILES	NP(O)C1=C(F)C(=O)C=CC1=O.O=C1C=CC(=O)C=C1.O=C1C=CC(=O)C=C1
E_HOMO	-0.301	hartree
total charge	0



Entry from OMol25: 5 unconnected molecules or ions with the total composition CH12O4S2 (ωB97M-V/def2-TZVPD).

Geometry as XYZ:
```
19
Properties=species:S:1:pos:R:3:lowdin_charge:R:1
C 2.079 -0.920 0.585 -0.483
S 2.556 -0.204 -1.012 0.353
S 1.178 -1.064 -2.341 0.306
H 2.006 -1.995 0.435 0.027
H 1.159 -0.546 1.027 0.029
H 2.927 -0.712 1.236 0.026
H 0.125 -1.253 -1.532 -0.214
H -0.083 1.636 -0.918 0.024
H -1.494 1.303 -0.352 0.036
O -0.999 1.462 -1.158 -0.061
H -1.301 2.668 1.826 0.026
H 0.219 2.553 2.066 0.031
O -0.640 2.314 2.425 -0.051
H -4.676 0.931 4.843 0.024
H -4.350 -0.079 5.946 0.030
O -3.969 0.613 5.401 -0.054
H -1.877 -0.401 -1.911 -0.015
H -2.091 -1.863 -2.234 0.042
O -2.154 -1.221 -1.519 -0.076
```

frontier orbital gap	8.70	eV
E	-31091.8049	eV
2S+1	1
SMILES	CSS.O.O.O.O
E_HOMO	-0.308	hartree
total charge	0
relative energy (zero: lowest compared OMol25 entry of this formula, charge and spin)	23.9	kcal/mol



Entry from OMol25: C6H12N2 in the gas phase at a distorted geometry (ωB97M-V/def2-TZVPD).

Geometry as XYZ:
```
20
Properties=species:S:1:pos:R:3:lowdin_charge:R:1
C 0.479 -0.819 0.086 -0.253
C -0.706 -0.753 1.021 -0.252
C 0.532 0.137 -1.009 -0.279
C -0.877 -1.651 2.290 -0.059
C -0.438 -0.155 -2.175 -0.055
C 0.745 2.452 0.069 -0.095
N 0.413 0.214 1.094 0.003
N 0.064 1.183 0.091 -0.164
H 1.213 -1.581 0.129 0.124
H -1.659 -0.281 0.596 0.155
H 1.662 0.378 -1.255 0.165
H -0.009 -2.346 2.411 0.075
H -1.782 -2.186 2.167 0.031
H -1.019 -0.919 3.266 0.130
H 0.074 -0.790 -2.962 0.086
H -0.757 0.766 -2.682 0.068
H -1.321 -0.748 -1.807 0.083
H 0.769 2.871 1.088 0.082
H 1.878 2.225 -0.254 0.106
H 0.334 3.107 -0.628 0.047
```

frontier orbital gap	9.40	eV
E	-9392.8034	eV
2S+1	1
SMILES	C[C@@H]1[C@@H]2[C@@H](C)N2N1C
E_HOMO	-0.303	hartree
total charge	0
relative energy (zero: lowest compared OMol25 entry of this formula, charge and spin)	93.3	kcal/mol